(1)
Here is a molecular structure, C75H200NO35Zn from OMol25. Energies are from ωB97M-V/def2-TZVPD.

Output
Net charge: -1
HOMO in eV: -4.12

CARTESIAN COORDINATES (ANGSTROEM)
Zn1 -4.28959 -0.75080 2.64362
C1 -2.18156 1.49971 -0.57085
C2 -1.25921 0.27759 -0.47577
C3 0.13567 0.85771 -0.91687
C4 1.36885 -0.11466 -0.64036
C5 1.35106 -0.50230 0.81092
C6 -0.00483 -1.10166 1.33035
N1 -1.14240 -0.21234 0.91993
O1 -2.40777 -0.52975 1.62273
C7 0.20888 -1.21606 2.87828
C8 -0.09517 -2.55816 0.81653
C9 -1.79884 -0.74853 -1.52180
H1 -2.31170 1.86764 -1.58858
H2 -1.89019 2.34431 0.05353
H3 -3.20265 1.33154 -0.22852
H4 0.28741 1.83390 -0.45628
H5 0.13658 1.11514 -1.97604
H6 2.31904 0.34099 -0.91899
H7 1.23359 -0.97469 -1.29623
H8 1.63190 0.40831 1.34008
H9 2.14054 -1.19622 1.09953
H10 -0.66790 -1.62429 3.38100
H11 0.39484 -0.21502 3.26743
H12 0.99420 -1.91397 3.16858
H13 0.54846 -3.26064 1.34601
H14 0.17423 -2.53737 -0.23945
H15 -1.11713 -2.93106 0.88476
H16 -2.85782 -0.96935 -1.38801
H17 -1.26818 -1.70063 -1.52315
H18 -1.74757 -0.34180 -2.53176
C10 -8.42256 0.10059 3.78728
C11 -7.18362 0.01768 3.27559
C12 -6.73439 0.93924 2.14697
O2 -5.56441 0.83792 1.59747
C13 -7.55106 1.87116 1.63392
C14 -8.87752 2.07558 2.19006
C15 -9.38653 1.07744 3.30113
O3 -10.56372 1.10610 3.65812
O4 -9.70628 2.94290 1.88466
O5 -6.46687 -0.96724 3.70104
H19 -8.78279 -0.62321 4.50335
H20 -7.18011 2.45421 0.80395
C16 6.56897 -4.26610 -0.57979
C17 8.07768 -4.40784 -0.83241
O6 8.51181 -5.45248 0.00022
H21 6.33502 -4.25330 0.48473
H22 5.99413 -5.11683 -0.94573
H23 6.10687 -3.38176 -1.01854
H24 8.72796 -3.54444 -0.69182
H25 8.10629 -4.69666 -1.88306
H26 8.57883 -5.13242 0.90281
C18 -7.80167 2.33609 -2.24842
C19 -7.06796 1.08463 -1.75973
O7 -5.67883 1.14496 -1.65455
H27 -8.84751 2.04443 -2.34461
H28 -7.49039 2.68783 -3.23203
H29 -7.71705 3.14043 -1.51768
H30 -7.09880 0.28514 -2.49997
H31 -7.52041 0.68734 -0.85114
H32 -5.52356 1.25451 -0.71354
C20 1.10242 -1.25822 -4.24984
C21 2.57828 -0.74443 -4.46667
O8 3.48760 -1.83285 -4.68080
H33 0.69695 -1.75989 -5.12849
H34 0.44996 -0.44442 -3.93339
H35 1.00838 -1.97968 -3.43821
H36 2.96765 -0.31992 -3.54131
H37 2.64437 -0.06520 -5.31660
H38 3.40379 -2.11411 -5.59484
C22 -6.67978 -4.92737 -3.46316
C23 -7.58439 -3.76846 -3.96703
O9 -8.21993 -3.19362 -2.84072
H39 -6.08246 -4.58033 -2.62003
H40 -6.08952 -5.30781 -4.29680
H41 -7.38548 -5.69700 -3.15048
H42 -8.31944 -4.10228 -4.69939
H43 -6.96921 -2.97209 -4.38590
H44 -8.90754 -3.80954 -2.57722
C24 5.31593 0.70044 1.80030
C25 5.73685 0.08459 0.47860
O10 5.68915 1.03365 -0.49947
H45 4.25672 0.95587 1.76989
H46 5.83107 1.64631 1.96782
H47 5.47930 0.01497 2.63188
H48 5.07612 -0.74252 0.21894
H49 6.75441 -0.24255 0.69226
H50 6.18176 0.67169 -1.23968
C26 -3.78032 2.02141 -6.25920
C27 -3.94848 1.89950 -4.75343
O11 -5.34749 1.98750 -4.43911
H51 -4.46199 1.40380 -6.84399
H52 -2.77583 1.83910 -6.64114
H53 -3.96973 3.03496 -6.61266
H54 -3.33506 2.64812 -4.25205
H55 -3.62775 0.95598 -4.31187
H56 -5.52553 1.64527 -3.56004
C28 1.71023 8.97558 1.23718
C29 0.63094 8.04461 1.62572
O12 0.89113 6.72453 1.17221
H57 2.68122 8.77749 1.69109
H58 1.42774 9.99391 1.50420
H59 1.82129 8.89927 0.15554
H60 -0.25679 8.40984 1.10935
H61 0.43536 8.07053 2.69771
H62 0.88988 6.74326 0.21239
C30 2.13091 3.63133 0.85790
C31 0.94410 3.43140 1.88476
O13 0.95079 4.49775 2.75795
H63 2.13256 2.77138 0.18814
H64 3.11903 3.60868 1.31749
H65 1.99770 4.49754 0.20979
H66 0.99924 2.45318 2.36242
H67 0.00180 3.37438 1.33984
H68 0.90262 5.28035 2.20403
C32 -2.98714 -6.74073 1.25904
C33 -1.83566 -6.01054 0.60510
O14 -0.83258 -6.94153 0.34814
H69 -3.84039 -6.07173 1.37088
H70 -2.77096 -7.07590 2.27345
H71 -3.37452 -7.60846 0.72510
H72 -1.52235 -5.17886 1.23616
H73 -2.06690 -5.40092 -0.26840
H74 -0.05800 -6.50018 -0.00799
C34 2.53686 2.75036 -2.72297
C35 3.28722 4.11260 -2.89600
O15 2.37901 4.96541 -3.54927
H75 2.51577 2.15366 -3.63490
H76 1.53803 2.85408 -2.29910
H77 3.11573 2.19110 -1.98796
H78 4.10718 3.98516 -3.60278
H79 3.63607 4.55674 -1.96372
H80 2.24529 4.50705 -4.38211
C36 -0.29993 3.80202 -4.98452
C37 0.35217 4.14810 -6.31867
O16 1.78215 4.10982 -6.20265
H81 -0.29736 4.60819 -4.25091
H82 0.27892 2.97960 -4.56424
H83 -1.35244 3.55343 -5.12063
H84 0.05853 5.14096 -6.65941
H85 0.05886 3.45388 -7.10615
H86 2.08390 4.61053 -6.96410
C38 -1.84241 -4.95168 -3.55979
C39 -1.17041 -5.44862 -4.84022
O17 -1.55472 -4.61875 -5.89857
H87 -2.92331 -4.87559 -3.67803
H88 -1.48556 -3.94259 -3.35369
H89 -1.53696 -5.46806 -2.64977
H90 -1.47593 -6.46028 -5.10728
H91 -0.09088 -5.40926 -4.69473
H92 -1.51816 -5.10067 -6.72804
C40 7.18172 5.50810 -0.70120
C41 6.69089 4.05027 -0.95979
O18 6.06936 3.70382 0.26713
H93 7.76600 5.85509 -1.55344
H94 7.78298 5.53249 0.20763
H95 6.39293 6.24092 -0.53123
H96 7.52574 3.39005 -1.19482
H97 6.02422 4.07172 -1.82188
H98 5.70404 2.82924 0.11460
C42 -0.81102 4.93151 -1.20460
C43 -0.48321 6.38008 -1.72018
O19 0.90560 6.57937 -1.62052
H99 -1.84897 4.63857 -1.36259
H100 -0.70667 4.91215 -0.11978
H101 -0.16492 4.15860 -1.62084
H102 -0.99210 7.21818 -1.24403
H103 -0.71568 6.40022 -2.78490
H104 1.29005 5.93138 -2.21542
C44 -2.11814 6.37806 3.98677
C45 -1.11932 6.55615 5.12734
O20 -0.41503 5.34435 5.30465
H105 -2.86796 5.62715 4.23576
H106 -1.67633 6.13036 3.02160
H107 -2.55224 7.34987 3.75170
H108 -1.48356 6.94882 6.07667
H109 -0.37716 7.28647 4.80496
H110 -0.00102 5.08324 4.47881
C46 6.51793 0.84093 -5.61171
C47 6.04477 1.78179 -4.45391
O21 7.21984 2.08781 -3.71085
H111 7.12786 1.40640 -6.31621
H112 5.65261 0.42865 -6.13070
H113 7.05852 -0.04193 -5.27049
H114 5.30127 1.20957 -3.89906
H115 5.54279 2.69082 -4.78526
H116 7.41651 1.32201 -3.16636
C48 7.65063 -3.47279 -4.59100
C49 6.14599 -3.43891 -4.14644
O22 5.98271 -2.13647 -3.68638
H117 7.91355 -2.86275 -5.45519
H118 7.99139 -4.50551 -4.66483
H119 8.29771 -3.03071 -3.83339
H120 5.90276 -4.17424 -3.37948
H121 5.42781 -3.61279 -4.94775
H122 5.04760 -1.95512 -3.80581
C50 -3.71757 5.76031 -4.71623
C51 -4.76073 5.48807 -3.61568
O23 -4.60085 6.45831 -2.58893
H123 -2.74390 5.89007 -4.24376
H124 -3.91951 6.71782 -5.19635
H125 -3.57732 5.00883 -5.49320
H126 -4.55737 4.48488 -3.24104
H127 -5.75657 5.44246 -4.05649
H128 -5.26911 7.13085 -2.73961
C52 3.13411 2.39465 4.71292
C53 2.12522 1.33520 5.16683
O24 2.01009 1.41572 6.55874
H129 3.10481 2.43704 3.62414
H130 4.11322 2.23742 5.16540
H131 2.81313 3.35824 5.10864
H132 2.43478 0.33112 4.87683
H133 1.15776 1.50328 4.69368
H134 1.50615 2.17605 6.85797
C54 4.12764 -2.83023 3.81426
C55 4.62342 -4.28149 4.05302
O25 5.42551 -4.17474 5.19923
H135 4.95432 -2.14801 3.61606
H136 3.54293 -2.51566 4.67871
H137 3.41631 -2.76735 2.99077
H138 5.23303 -4.68842 3.24624
H139 3.77604 -4.96220 4.13466
H140 4.92353 -3.64767 5.82518
C56 -4.69443 -3.16965 -0.57705
C57 -5.21235 -1.91215 0.02285
O26 -5.06862 -2.15723 1.38855
H141 -5.22544 -4.08995 -0.33376
H142 -3.66160 -3.36987 -0.29199
H143 -4.63785 -3.12745 -1.66475
H144 -6.21993 -1.81713 -0.38194
H145 -4.55000 -1.09012 -0.24855
H146 -5.58275 -2.95394 1.53861
C58 0.96231 -4.62036 4.84068
C59 0.73882 -5.36097 3.60932
O27 -0.28587 -6.39558 3.66491
H147 0.03180 -4.15260 5.16228
H148 1.68135 -3.80141 4.82065
H149 1.35562 -5.24097 5.64582
H150 1.70064 -5.71933 3.24245
H151 0.44839 -4.59751 2.88761
H152 -0.33342 -6.68400 2.75049
C60 4.58027 -8.25724 1.60837
C61 4.47989 -6.99069 0.70270
O28 3.88353 -7.34737 -0.53512
H153 5.39428 -8.19807 2.33086
H154 4.67925 -9.17084 1.02216
H155 3.62181 -8.42317 2.10024
H156 5.50030 -6.60898 0.66838
H157 3.87050 -6.20539 1.14996
H158 4.45100 -7.15573 -1.28537
C62 -0.56500 -0.78462 7.50909
C63 -1.30936 -1.90667 6.77461
O29 -2.72640 -1.74204 6.71066
H159 -0.65200 -0.78590 8.59562
H160 -1.02848 0.17803 7.29322
H161 0.48169 -0.82638 7.20781
H162 -1.19253 -2.88747 7.23558
H163 -0.94071 -1.98969 5.75221
H164 -3.08625 -1.82234 7.59703
C64 -2.17898 2.19890 4.10911
C65 -2.76737 0.94170 4.75868
O30 -3.99493 0.59004 4.26353
H165 -2.76044 3.11910 4.16595
H166 -1.96514 2.04638 3.05122
H167 -1.22650 2.35502 4.61557
H168 -2.87391 1.06176 5.83680
H169 -2.10414 0.09109 4.60159
H170 -4.60948 1.18424 4.70040
C66 2.73696 -3.93308 -1.47818
C67 1.55241 -4.96484 -1.55468
O31 1.52795 -5.95890 -0.54293
H171 3.68510 -4.46856 -1.42896
H172 2.62766 -3.29374 -0.60217
H173 2.68699 -3.38352 -2.41816
H174 1.44481 -5.43131 -2.53394
H175 0.62591 -4.40754 -1.41643
H176 2.33916 -6.47202 -0.55849
C68 -3.68930 4.36608 1.58161
C69 -4.40310 4.98807 0.43212
O32 -3.73495 6.13858 -0.05483
H177 -3.89417 3.29855 1.66226
H178 -3.86470 4.88669 2.52304
H179 -2.60806 4.41316 1.45195
H180 -5.44002 5.18375 0.70526
H181 -4.53848 4.26627 -0.37335
H182 -4.05284 6.24330 -0.95461
C70 5.99696 -0.21984 6.05803
C71 5.40587 0.22243 7.37715
O33 4.12136 -0.31020 7.43484
H183 5.58244 0.40094 5.26373
H184 5.89159 -1.27335 5.79895
H185 7.07974 -0.10122 6.09829
H186 5.43574 1.31180 7.39922
H187 5.97343 -0.17455 8.21881
H188 3.49672 0.32229 7.07238
C72 -2.82853 -1.34465 -5.95739
C73 -3.61708 -2.12801 -4.94690
O34 -4.00548 -3.36199 -5.50843
H189 -3.41980 -0.90636 -6.76137
H190 -2.06135 -1.98110 -6.39838
H191 -2.37849 -0.49308 -5.44709
H192 -4.45009 -1.60036 -4.48239
H193 -3.06576 -2.41506 -4.05151
H194 -3.21061 -3.87693 -5.66533
C74 -3.73657 -4.40378 4.56070
C75 -3.04308 -3.42889 3.64889
O35 -3.57767 -2.16385 4.00879
H195 -3.73927 -4.20592 5.63259
H196 -3.37604 -5.39612 4.28984
H197 -4.78385 -4.47072 4.26603
H198 -3.30719 -3.61292 2.60751
H199 -1.95827 -3.53457 3.66033
H200 -3.31908 -2.12366 4.93243

Atom charges from the Mulliken analysis, given in e for atoms 1 to 6: 2.836 -0.891 2.752 0.739 0.823 -0.003


(2)
Here is a molecular structure, C32H39B2CrIN7O2P from OMol25. Energies are from ωB97M-V/def2-TZVPD.

Output
Net charge: 0
HOMO (alpha / beta) in eV: -6.51 / -7.16
ΔE to the lowest compared entry with this formula, charge and spin in kJ/mol: 0.0
2S+1: 5

CARTESIAN COORDINATES (ANGSTROEM)
Cr1 -2.06752 0.26337 0.17813
I1 -2.41591 -0.63771 2.76366
C1 -3.00962 2.36731 2.88768
C2 -3.28925 2.92757 4.08461
C3 -4.00246 4.15433 4.08352
C4 -4.40756 4.69807 2.89819
C5 -4.13392 4.06479 1.65608
C6 -4.62107 4.59911 0.44078
C7 -4.38162 3.93915 -0.72677
C8 -3.62114 2.74684 -0.74101
C9 -3.07904 2.16881 0.39028
C10 -3.38259 2.84823 1.62215
H1 -2.99898 2.45654 5.01852
H2 -4.23683 4.64541 5.02097
H3 -4.97110 5.62448 2.88795
H4 -5.19742 5.51764 0.45953
H5 -4.77697 4.32565 -1.65981
H6 -3.48531 2.27361 -1.70688
B1 -2.43424 -1.62489 -2.52529
N1 -1.78820 -0.22398 -2.78234
C11 -1.35620 0.27653 -3.94320
C12 -0.86700 1.55501 -3.72669
C13 -1.06763 1.76771 -2.36623
N2 -1.60609 0.68387 -1.80500
N3 -3.72115 -1.40399 -1.69232
C14 -4.97810 -1.75486 -1.98699
C15 -5.81414 -1.31749 -0.97236
C16 -4.96316 -0.67586 -0.07746
N4 -3.70905 -0.73852 -0.52089
H7 -2.74450 -2.08793 -3.59265
H8 -1.65738 -2.32657 -1.91767
H9 -1.43548 -0.30906 -4.84382
H10 -0.46145 2.23921 -4.45140
H11 -0.91730 2.65583 -1.77769
H12 -5.18707 -2.30612 -2.88856
H13 -6.87931 -1.44642 -0.89366
H14 -5.17735 -0.17785 0.85455
C17 5.61188 -2.81734 -1.38922
C18 4.61518 -3.92731 -1.75447
C19 4.44287 -3.97024 -3.27933
C20 5.20543 -5.26323 -1.30293
C21 3.26420 -3.63483 -1.09807
C22 2.66186 -4.51342 -0.19873
C23 1.42463 -4.25006 0.39863
C24 0.80254 -3.07234 0.06177
O1 -0.37167 -2.54667 0.51834
B2 -0.56581 -1.30848 -0.13002
O2 0.58412 -1.09382 -0.96766
C25 1.38539 -2.18861 -0.83608
C26 2.60448 -2.43917 -1.42185
H15 6.58178 -3.00973 -1.85417
H16 5.75520 -2.77201 -0.30677
H17 5.26622 -1.83976 -1.72996
H18 5.40118 -4.17661 -3.76222
H19 4.06650 -3.02348 -3.66905
H20 3.73811 -4.75353 -3.56408
H21 6.16620 -5.41899 -1.79736
H22 4.55580 -6.09953 -1.56745
H23 5.37729 -5.28539 -0.22475
H24 3.15510 -5.44099 0.05524
H25 0.97178 -4.94687 1.09174
H26 3.02010 -1.73067 -2.12844
C27 3.15785 1.07578 1.36918
N5 2.30690 0.57416 2.53843
C28 2.03281 1.74466 3.48459
N6 1.43308 2.82200 2.78709
C29 2.28779 3.25100 1.68732
N7 2.53857 2.18013 0.72567
C30 1.31696 1.81154 -0.00902
P1 -0.02978 1.16677 1.09692
C31 1.03263 -0.03968 2.03898
C32 0.05591 2.52149 2.35855
H27 3.28321 0.23428 0.68774
H28 4.11879 1.36756 1.79512
H29 2.83150 -0.14180 3.04129
H30 3.00067 2.03585 3.89613
H31 1.38102 1.36702 4.27091
H32 3.24368 3.58786 2.09507
H33 1.81196 4.08374 1.17268
H34 1.53685 1.05673 -0.76396
H35 0.95817 2.69946 -0.52745
H36 1.32249 -0.87878 1.41180
H37 0.45325 -0.41667 2.88278
H38 -0.54631 2.23016 3.21891
H39 -0.40522 3.42200 1.95029

Atom charges from the Mulliken analysis, given in e for atoms 1 to 6: -1.171 -0.243 -0.593 -1.027 -0.433 -0.877


Electronic energy for the records above, in order: -202581.548; -95507.461 eV
Max |F| for the records above, in order: 3.13; 0.20 eV Å⁻¹